Below is C23H52ClKLiMgN3O13P3S2 as an isolated structure, with properties calculated with the ωB97M-V functional and the def2-TZVPD basis.

```
100
Properties=species:S:1:pos:R:3:mulliken_charge:R:1
H -0.556 -4.348 -0.714 0.386
H 2.830 0.911 -5.180 0.137
C 1.549 1.638 -3.683 0.515
C -5.432 -0.031 -8.396 -0.437
H -5.186 1.974 -7.676 0.380
H -0.806 6.368 -4.192 0.395
H 1.127 -3.799 -0.479 0.360
C -0.229 -2.227 -1.007 0.645
O 0.332 -0.387 -7.157 -0.428
H -3.016 2.417 1.757 0.306
H 3.414 -4.151 7.966 0.470
C -0.709 6.209 -3.133 -0.471
H -6.478 0.104 -8.643 0.352
O 0.947 1.372 -2.648 -0.665
O 0.967 -2.631 -6.359 -0.422
H 2.884 -6.401 4.839 0.261
C -4.546 2.960 0.314 -1.011
H 1.454 -2.170 10.395 0.287
H 3.634 -1.757 11.050 0.281
H 0.918 3.580 -3.889 0.311
C -2.745 -0.372 -7.771 -0.034
C -2.456 1.639 -0.149 -0.347
O 2.516 -2.881 4.150 -0.615
O 2.101 -2.859 10.206 -0.490
N -2.199 5.929 -1.149 -0.010
O 2.295 -4.698 5.779 -0.423
H -0.616 0.281 -0.689 -0.053
H 1.024 5.360 -1.351 0.375
H 2.144 -3.860 12.704 0.311
H 5.914 -3.524 -3.572 0.179
O 1.511 -2.017 -8.686 -0.523
H -2.837 6.617 -3.046 0.394
H -1.222 4.694 0.182 0.289
H -4.019 1.075 1.169 0.428
H -0.370 -1.940 1.152 -0.181
H -2.903 1.689 -1.131 0.315
P 1.389 -1.481 -7.264 0.836
H -1.695 -0.503 -7.530 0.408
O 2.733 -0.931 -6.823 -0.514
C -4.818 -1.255 -8.617 -0.282
N 1.495 2.850 -4.285 -0.258
H -5.445 2.907 0.916 0.501
Cl -5.309 6.484 -2.673 -0.665
H -2.865 -0.681 -0.616 0.012
H 1.069 -2.047 7.869 0.310
H 0.623 -1.555 -1.080 0.221
O 5.293 -3.580 -2.717 -0.065
H 1.877 -2.127 12.805 0.345
N 2.341 0.722 -4.324 -0.109
C 0.214 -3.677 -1.057 -1.619
H 4.621 -2.869 8.204 0.324
H 5.090 -4.392 7.443 0.374
H -1.534 -2.717 -2.360 0.323
C -3.477 -1.425 -8.304 -0.491
H 4.463 -3.041 -2.865 0.292
C 0.073 4.848 -1.507 -0.419
H -1.820 -2.578 0.344 0.361
H 4.063 -5.075 4.709 0.370
H 0.245 3.813 -1.250 0.246
O -0.345 4.879 -2.836 -0.423
C 3.153 -2.733 11.173 -0.160
K -4.681 6.405 1.941 0.767
P 2.513 -3.099 5.616 1.117
C 3.351 -5.570 5.363 -0.682
C -4.706 1.020 -7.855 -0.347
H -1.633 2.333 -0.040 -0.174
Li 0.971 -1.084 1.979 0.929
H -5.386 -2.077 -9.035 0.362
H 3.431 -2.806 13.315 0.359
C -3.364 0.849 -7.546 -0.659
H -0.531 6.282 0.049 0.311
C -0.999 -1.875 0.259 -0.756
C -1.977 6.642 -2.401 -0.932
H 2.755 -1.601 8.192 0.262
H -2.998 -2.381 -8.476 0.390
H -4.820 2.618 -0.670 0.440
C 4.288 -3.662 7.538 -0.989
H -1.722 0.070 1.492 -0.050
O 2.210 -1.580 6.167 -0.307
H 2.011 3.056 -5.119 0.171
H -2.796 1.671 -7.127 0.433
H 2.401 -0.191 -3.921 0.022
P -1.768 -0.089 0.055 0.652
H 3.867 -5.962 6.238 0.258
C -3.523 2.003 0.896 -0.513
H 0.095 6.874 -2.815 0.355
H -1.822 7.688 -2.154 0.367
O 4.020 -3.103 6.237 -0.394
Mg 5.457 -1.743 -4.606 0.201
S -3.609 4.122 -2.545 -0.032
O -1.046 -1.924 -2.111 -0.479
H 3.884 -3.508 10.949 0.277
C 2.626 -2.890 12.585 -1.199
C -3.183 4.943 -1.274 0.276
C -0.957 5.466 -0.524 -0.656
H 0.468 -3.911 -2.084 0.477
H 5.075 -4.512 -2.455 0.379
S -4.047 4.679 0.276 -0.491
C 1.888 -1.396 7.572 -0.648
H 1.592 -0.361 7.717 0.322
```

ΔE to the lowest compared entry with this formula, charge and spin: 0.000 eV
charge: +1

***

Below is a 7-piece molecular cluster, C23H52F4N6O7Si overall, with properties calculated with the ωB97M-V functional and the def2-TZVPD basis.

```
93
Properties=species:S:1:pos:R:3:mulliken_charge:R:1
H -4.935 3.933 -1.390 0.064
N -3.021 3.354 -1.991 -0.011
H -6.392 2.374 2.373 0.372
H 9.250 -6.625 0.152 0.269
C 8.778 -4.465 -3.051 -1.401
H 7.933 -4.883 -3.589 0.337
H 3.071 -1.593 -0.619 0.373
H -8.095 -1.268 7.565 0.290
H 3.446 -1.039 1.002 0.377
H -6.433 3.618 3.644 0.421
H 9.525 -4.126 -3.770 0.368
H 7.268 -4.237 2.414 0.473
H -4.933 -0.538 6.040 0.363
H -6.467 -0.600 7.775 0.357
C 5.117 -1.046 -0.363 0.563
H -2.989 2.413 -1.628 0.132
H -4.510 1.098 5.530 0.274
F -1.136 -0.343 1.603 -0.265
H 7.439 -2.576 1.823 0.177
C -5.910 -0.352 -6.018 -0.852
C -5.976 3.330 2.696 -1.232
H -5.397 1.624 -5.451 0.219
C -5.119 0.225 5.292 -0.897
O 0.445 0.521 0.406 -0.317
C 9.202 -3.732 1.593 0.723
H 8.782 -1.915 -0.888 0.101
H 3.667 1.428 -1.700 -0.141
O -0.792 3.297 -1.800 -0.618
C 1.107 0.729 -0.860 -0.344
O -8.680 0.479 5.883 -0.642
F 5.498 -2.317 0.142 -0.327
H -6.186 -0.128 -7.050 0.291
H 9.223 -5.241 -2.427 0.269
H -6.587 -1.109 -5.639 0.322
H -8.475 3.354 2.602 0.238
H -8.207 0.292 -2.778 0.281
C -7.185 -0.982 7.048 -1.305
C -4.330 3.916 -2.297 -0.492
H -0.695 5.644 -2.644 0.293
C -1.737 5.342 -2.615 -1.324
H -4.799 -0.159 4.321 0.298
H -4.898 -0.760 -6.012 0.291
H -2.287 6.013 -1.954 0.348
C 10.604 -2.908 -1.300 -0.899
C -6.205 4.394 1.645 0.628
H 3.156 1.776 0.609 -0.119
N -6.526 0.573 5.267 -0.041
N 9.722 -4.968 1.354 -0.073
H 5.798 0.993 0.010 0.386
C 9.007 -6.209 1.132 -0.879
H -2.159 5.416 -3.618 0.341
H 7.937 -6.037 1.174 0.319
Si 2.964 0.851 -0.532 0.241
C 8.275 -3.315 -2.209 0.944
N -5.982 0.843 -5.200 -0.146
N -7.492 4.683 1.319 -0.162
H -8.385 -0.302 -4.437 0.388
C -8.708 4.102 1.852 -0.743
H -9.329 4.869 2.317 0.286
C -7.538 0.077 6.029 0.806
O -6.700 2.135 -3.513 -0.641
H -6.829 1.276 4.611 0.140
F -1.664 0.408 -0.358 -0.231
H 7.076 -0.219 -0.039 0.201
H 0.919 -0.097 -1.553 0.374
H -6.758 -1.862 6.565 0.358
C -7.668 -0.047 -3.657 -1.378
C -0.690 -0.184 0.363 0.894
O 7.098 -2.992 -2.189 -0.585
H 10.904 -3.738 -1.931 0.350
H -4.228 4.931 -2.667 0.339
N 9.183 -2.658 -1.439 -0.019
H 7.274 -3.897 0.669 0.310
H -7.575 5.394 0.609 0.235
H 9.269 -6.948 1.892 0.313
H 10.845 -3.147 -0.262 0.222
C -6.754 1.068 -4.106 0.842
C 7.699 -3.611 1.632 -1.227
H -9.286 3.625 1.059 0.279
H 11.179 -2.027 -1.591 0.323
H 5.301 -1.121 -1.442 0.233
C 6.047 -0.036 0.290 -1.265
C -1.802 3.920 -2.106 0.780
H 6.017 -0.138 1.378 0.340
H 10.729 -4.988 1.341 0.277
O -5.273 4.966 1.106 -0.679
O 9.943 -2.772 1.742 -0.673
H -4.841 3.304 -3.041 0.119
C 3.643 -0.839 -0.059 -0.818
H -7.097 -0.941 -3.401 0.380
H 0.751 1.642 -1.344 0.127
H -4.905 3.221 2.837 0.357
F -0.528 -1.415 -0.178 -0.269
```

SMILES: C[C@@H](F)C[SiH2]COC(F)(F)F.CNC(C)=O.CNC(C)=O.CNC(C)=O.CNC(C)=O.CNC(C)=O.CNC(C)=O
charge: 0
energy: -66718.0050 eV

***

Below is C23H52O4OsP4 as an isolated structure, with properties calculated with the ωB97M-V functional and the def2-TZVPD basis.

```
84
Properties=species:S:1:pos:R:3:mulliken_charge:R:1
H -4.016 -5.314 -0.162 0.421
C -0.283 0.765 -2.408 -1.281
H -4.395 -0.556 -1.645 0.583
H 0.752 -1.141 -2.273 0.370
C 0.331 -5.035 2.348 -1.246
H -1.907 -4.680 1.065 0.024
P -2.567 0.279 -0.271 0.856
Os -0.253 0.571 -0.129 2.264
H -4.025 0.115 1.692 0.600
H 1.010 -5.631 2.962 0.463
H -1.481 3.566 0.869 0.283
H -1.538 1.577 4.035 0.628
H 3.561 5.684 -3.736 0.480
H 0.603 1.283 -2.786 0.445
H 3.830 -0.776 1.062 0.560
H 2.688 7.795 -2.737 0.462
O 1.102 -3.092 -0.016 -0.027
H -3.632 -4.102 -1.418 0.296
H 2.521 3.482 -3.122 0.476
H -0.431 5.543 -0.753 0.514
H 0.219 3.930 1.284 0.450
C 0.432 -3.606 2.781 0.022
P -0.273 -2.323 0.400 -0.780
P 2.070 0.492 0.013 0.919
C 1.075 4.409 -1.827 0.506
C 0.957 1.567 3.089 -1.470
H 1.858 2.037 2.692 0.338
H 3.382 -4.031 -0.993 0.297
H 3.958 -0.033 -1.409 0.599
H -1.798 0.060 3.161 0.293
H 2.591 -5.312 -0.029 0.304
H 2.230 -1.497 1.387 -0.221
C 0.483 5.594 -1.352 -0.213
H 1.458 -3.224 2.712 0.229
H -1.227 1.214 -2.737 0.282
H 1.167 0.526 3.354 0.372
H -0.671 -5.440 2.514 0.360
H -3.100 -3.340 0.968 0.215
H 4.100 1.833 0.042 0.543
C -1.760 1.149 3.050 -1.223
C 2.872 -0.179 -1.482 -1.442
C -0.194 -0.625 -2.101 -0.795
H 2.701 -5.468 -1.788 0.456
H -2.991 -1.651 -1.703 0.166
H 2.765 -0.048 2.286 0.480
H 0.658 2.094 4.003 0.645
C 1.225 -4.074 -1.148 -0.167
H -1.016 3.883 2.553 0.573
C 2.719 5.665 -3.051 -0.513
P -0.421 1.615 1.889 0.770
H -4.197 -1.310 0.635 0.546
C -2.444 -4.000 0.385 0.249
H 0.384 -4.774 -1.077 0.324
H 2.498 0.327 -2.379 0.359
H -2.834 2.602 -0.962 0.294
H 0.624 -5.164 1.302 0.245
H -1.064 -1.262 -2.276 0.636
C 2.154 4.431 -2.726 0.079
H 2.661 -1.254 -1.561 0.088
H 2.943 2.452 1.250 0.426
H -2.737 1.515 2.719 0.349
C 2.789 -0.559 1.323 -0.961
C 3.038 2.037 0.240 -0.784
C -3.435 1.903 -0.366 -1.232
H 2.666 2.768 -0.488 -0.074
O 0.631 3.165 -1.458 -0.119
H 0.076 -3.473 3.804 0.372
H -2.565 -5.499 -1.156 0.356
C -3.475 -0.604 1.070 -1.307
H -2.776 -1.169 1.702 0.080
H 0.179 3.042 -0.573 -0.425
C 2.553 -4.751 -0.972 -1.234
O -1.460 -3.175 -0.332 -0.050
H 0.634 7.735 -1.311 0.473
H -2.975 -0.129 -2.645 0.489
H -3.603 2.321 0.636 0.431
C -3.208 -4.766 -0.657 -1.318
C -0.692 3.412 1.615 -1.454
H -4.405 1.756 -0.863 0.511
C 2.202 6.843 -2.512 -0.730
C -3.298 -0.597 -1.711 -1.528
O -0.446 -2.673 1.983 -0.211
H 1.166 -3.511 -2.085 0.420
C 1.076 6.810 -1.691 -0.467
```

⟨S²⟩: 6.0449
ΔE to the lowest compared entry with this formula, charge and spin: 1.254 eV
charge: +4
2S+1: 5